Record 1
Molecular formula: H7N3OP2
Method: DFT, ωB97M-V/def2-TZVPD

```
13
H7N3OP2 | the OMol25 dataset | ωB97M-V/def2-TZVPD
N 2.476 0.668 0.124
N -2.847 1.218 -0.051
N 0.501 -1.842 -0.258
O -1.312 -0.514 0.896
P -1.251 0.705 -0.186
P -1.101 -1.489 -0.419
H 2.800 0.182 0.921
H 3.295 1.035 -0.395
H -3.332 0.681 0.656
H -3.396 1.510 -0.856
H 1.268 -1.126 0.042
H 0.677 -2.699 -0.848
H 2.221 1.670 0.375
```

<S²>: 2.006
strongest force on any atom: 5.29 eV/Å
HOMO (spin up / spin down): -4.26 / -9.43 eV
lowest unoccupied orbital energy (spin up / spin down): 0.95 / -1.07 eV
multiplicity: 3

Record 2
Molecular formula: C3H2ClFS
Method: DFT, ωB97M-V/def2-TZVPD

```
8
C3H2ClFS | the OMol25 dataset | ωB97M-V/def2-TZVPD
F -0.561 -1.761 -0.454
C -0.086 -0.507 0.027
C 0.652 0.191 -1.084
S 0.671 -0.236 -2.644
C -0.382 0.229 1.087
Cl -1.384 -0.322 2.333
H 1.298 1.040 -0.478
H -0.210 1.367 1.214
```

strongest force on any atom: 4.22 eV/Å
structure (SMILES): F/C(C=S)=C\Cl
HOMO: -9.16 eV
lowest unoccupied orbital energy: -1.07 eV

Record 3
Molecular formula: C7H9N
Method: DFT, ωB97M-V/def2-TZVPD

```
17
C7H9N | the OMol25 dataset | ωB97M-V/def2-TZVPD
C -0.916 -1.991 -0.503
C -0.356 -0.634 -0.222
C -1.249 0.387 0.527
C -0.406 1.287 1.047
C 1.012 0.793 0.669
C 1.116 1.065 -0.840
C 0.189 0.235 -1.404
N 0.849 -0.691 0.681
H -1.739 -1.911 -1.214
H -0.148 -2.605 -0.991
H -1.194 -2.461 0.447
H -2.332 0.384 0.424
H -0.575 2.143 1.706
H 1.830 1.207 1.273
H 1.629 1.926 -1.273
H -0.255 0.217 -2.395
H 0.505 -0.915 1.622
```

strongest force on any atom: 2.26 eV/Å
structure (SMILES): C[C@]12C=C[C@H](C=C1)N2
HOMO: -8.42 eV
lowest unoccupied orbital energy: 0.98 eV

Record 4
Molecular formula: H6IO3
Method: DFT, ωB97M-V/def2-TZVPD

```
10
H6IO3 | the OMol25 dataset | ωB97M-V/def2-TZVPD
I 2.750 0.418 0.143
O -1.033 -1.208 3.395
H -0.353 -0.551 3.082
H -0.948 -1.877 2.657
O 1.048 0.794 -3.029
H 1.830 1.189 -3.417
H 0.257 1.215 -3.385
O -1.165 0.347 0.298
H -0.372 -0.254 0.149
H -2.015 -0.072 0.107
```

strongest force on any atom: 2.24 eV/Å
net charge: -1
HOMO: -3.32 eV
lowest unoccupied orbital energy: 3.44 eV

Record 5
Molecular formula: C3H4GdLiO3
Method: DFT, ωB97M-V/def2-TZVPD

```
12
C3H4GdLiO3 | the OMol25 dataset | ωB97M-V/def2-TZVPD
H 0.789 2.065 -0.837
C 0.326 1.071 -0.687
C -0.427 1.110 0.616
O -1.258 0.070 1.054
C -1.736 -1.063 0.353
O -0.706 -2.059 0.806
Gd 1.107 -1.057 1.130
O 1.333 0.083 -0.647
H -0.347 0.863 -1.546
H -0.850 2.071 0.922
H -0.934 -2.948 0.533
Li 2.702 -0.206 -1.696
```

<S²>: 20.448
strongest force on any atom: 4.25 eV/Å
net charge: +1
HOMO (spin up / spin down): -10.26 / -9.65 eV
lowest unoccupied orbital energy (spin up / spin down): -4.24 / -4.74 eV
multiplicity: 9

Record 6
Molecular formula: C5H5N2O5
Method: DFT, ωB97M-V/def2-TZVPD

```
17
C5H5N2O5 | the OMol25 dataset | ωB97M-V/def2-TZVPD
C -2.298 -0.446 0.752
C -1.862 0.878 0.919
C -1.238 -1.103 0.140
C -0.578 0.972 0.415
C 3.268 -0.328 0.444
N -0.176 -0.210 -0.114
N 0.836 -0.611 -0.885
O 2.945 -1.028 1.304
O 3.810 0.378 -0.298
O -0.987 -2.378 -0.330
O 0.121 2.164 0.148
O 0.984 0.407 -1.956
H -3.278 -0.679 1.175
H -2.430 1.697 1.201
H -0.226 -2.251 -0.879
H 1.004 1.815 0.123
H 0.104 0.721 -2.159
```

strongest force on any atom: 3.65 eV/Å
net charge: -1
HOMO: -2.78 eV
lowest unoccupied orbital energy: 3.45 eV

Record 7
Molecular formula: C7H11N
Method: DFT, ωB97M-V/def2-TZVPD

```
19
C7H11N | the OMol25 dataset | ωB97M-V/def2-TZVPD
C -0.521 -2.987 -0.414
C 0.052 -1.718 -1.033
C 0.144 -0.486 -0.157
C 0.742 -0.329 1.073
N 0.756 1.054 1.313
C 0.180 1.715 0.284
C -0.225 3.151 0.381
C -0.217 0.804 -0.659
H -1.497 -3.173 -0.875
H 0.032 -3.876 -0.723
H -0.619 -2.991 0.667
H -0.603 -1.382 -1.834
H 1.084 -1.859 -1.365
H 1.261 -1.045 1.683
H 1.235 1.508 2.071
H -1.227 3.287 -0.024
H -0.164 3.568 1.385
H 0.384 3.836 -0.222
H -0.797 0.924 -1.551
```

strongest force on any atom: 1.42 eV/Å
structure (SMILES): CCc1c[nH]c(C)c1
HOMO: -7.83 eV
lowest unoccupied orbital energy: 1.06 eV

Record 8
Molecular formula: C36H80O30S4
Method: DFT, ωB97M-V/def2-TZVPD

```
150
C36H80O30S4 | the OMol25 dataset | ωB97M-V/def2-TZVPD
C -2.650 1.930 1.577
C -1.562 1.808 2.660
O -1.781 0.558 3.350
S -0.738 0.135 4.493
C -1.458 1.115 5.818
O -0.907 -1.273 4.789
O 0.554 0.592 4.144
H -2.461 1.314 0.693
H -2.630 2.938 1.143
H -3.614 1.685 1.987
H -0.574 1.834 2.182
H -1.784 2.593 3.324
H -0.927 0.948 6.782
H -2.450 0.731 5.819
H -1.363 2.161 5.524
C 0.560 -4.767 5.889
C 0.437 -5.304 4.479
O -0.940 -5.190 4.029
S -1.253 -5.473 2.533
C -1.120 -3.770 1.938
O -0.240 -6.223 1.813
O -2.614 -5.942 2.454
H 1.631 -4.619 6.131
H 0.126 -5.375 6.681
H 0.069 -3.808 5.984
H 1.161 -4.785 3.875
H 0.552 -6.405 4.549
H -1.452 -3.708 0.902
H -0.075 -3.398 1.994
H -1.744 -3.120 2.482
C -3.284 -1.675 -2.360
C -3.062 -2.097 -3.782
O -1.984 -1.316 -4.429
S -0.592 -2.090 -4.442
C 0.395 -0.771 -5.072
O -0.228 -2.328 -3.062
O -0.569 -3.252 -5.269
H -3.379 -0.549 -2.322
H -2.463 -2.018 -1.758
H -4.236 -2.045 -1.956
H -2.801 -3.206 -3.954
H -3.889 -1.824 -4.383
H 0.177 0.196 -4.521
H 0.184 -0.587 -6.115
H 1.474 -1.015 -4.921
C 6.297 4.614 1.941
C 6.180 3.112 1.945
O 6.482 2.740 0.555
S 7.206 1.329 0.305
C 5.961 0.114 0.886
O 7.203 1.271 -1.080
O 8.345 1.263 1.167
H 5.661 4.922 1.165
H 7.340 4.847 1.727
H 6.024 4.956 2.938
H 6.902 2.592 2.640
H 5.100 2.826 2.152
H 6.267 -0.841 0.623
H 4.989 0.381 0.523
H 5.800 0.183 1.977
C -3.517 8.117 2.487
C -3.989 7.650 1.127
O -4.077 6.162 1.080
C -4.333 5.671 -0.136
O -4.526 6.298 -1.122
O -4.344 4.358 0.031
C -4.577 3.587 -1.165
H -2.463 7.997 2.803
H -4.242 7.804 3.222
H -3.551 9.231 2.487
H -3.135 7.867 0.427
H -4.914 7.992 0.689
H -3.667 3.637 -1.828
H -5.423 3.981 -1.728
H -4.780 2.558 -0.925
C 4.808 2.647 -4.579
C 4.325 2.452 -3.125
O 3.863 3.688 -2.621
C 3.319 3.753 -1.397
O 2.887 2.749 -0.821
O 3.278 5.026 -1.024
C 2.470 5.295 0.147
H 4.023 3.118 -5.222
H 5.012 1.677 -4.963
H 5.741 3.183 -4.760
H 5.168 2.063 -2.567
H 3.459 1.771 -3.181
H 1.901 6.207 -0.031
H 3.087 5.430 1.037
H 1.854 4.443 0.344
C 2.186 -4.105 -1.940
C 0.891 -4.989 -2.034
O 1.164 -6.299 -1.395
C 0.070 -7.044 -1.467
O -0.939 -6.749 -1.949
O 0.369 -8.157 -0.844
C -0.775 -9.031 -0.658
H 3.068 -4.756 -1.815
H 2.152 -3.539 -0.974
H 2.306 -3.423 -2.835
H 0.462 -5.205 -3.010
H 0.029 -4.609 -1.489
H -1.720 -8.477 -0.747
H -0.646 -9.403 0.372
H -0.735 -9.822 -1.352
C -8.660 -1.069 -4.215
C -7.575 -0.563 -3.261
O -6.456 -0.290 -4.175
C -5.541 0.552 -3.814
O -5.395 1.089 -2.716
O -4.725 0.722 -4.873
C -3.681 1.761 -4.720
H -9.532 -1.188 -3.592
H -8.412 -2.036 -4.649
H -8.796 -0.240 -4.917
H -7.212 -1.252 -2.503
H -7.863 0.409 -2.789
H -4.118 2.544 -4.161
H -3.360 1.951 -5.719
H -2.888 1.299 -4.129
C 2.691 -1.160 5.875
C 3.117 -1.551 4.433
O 3.433 -2.962 4.350
C 4.015 -3.368 3.251
O 4.323 -2.691 2.273
O 4.115 -4.767 3.288
C 4.379 -5.410 2.029
H 1.831 -1.782 6.146
H 2.338 -0.154 5.800
H 3.526 -1.410 6.564
H 4.040 -0.997 4.165
H 2.291 -1.279 3.752
H 3.698 -5.201 1.213
H 4.285 -6.484 2.278
H 5.423 -5.153 1.707
C 0.699 -0.092 0.024
C 0.126 0.639 -1.205
O -0.004 2.061 -0.761
C -0.489 2.822 -1.785
O -0.740 2.443 -2.875
O -0.658 4.041 -1.315
C -1.039 5.048 -2.308
H 0.793 -1.092 -0.323
H -0.030 -0.117 0.868
H 1.674 0.262 0.389
H -0.811 0.330 -1.566
H 0.829 0.669 -2.093
H -1.970 4.796 -2.793
H -0.248 5.214 -3.062
H -1.211 5.943 -1.771
```

strongest force on any atom: 4.79 eV/Å
structure (SMILES): CCOS(C)(=O)=O.CCOS(C)(=O)=O.CCOS(C)(=O)=O.CCOS(C)(=O)=O.CCOC(=O)OC.CCOC(=O)OC.CCOC(=O)OC.CCOC(=O)OC.CCOC(=O)OC.CCOC(=O)OC
HOMO: -10.16 eV
lowest unoccupied orbital energy: 0.03 eV

Record 9
Molecular formula: C54H114N6O6
Method: DFT, ωB97M-V/def2-TZVPD

```
180
C54H114N6O6 | the OMol25 dataset | ωB97M-V/def2-TZVPD
C 12.531 8.291 31.203
C 12.682 9.830 31.290
C 14.017 10.074 32.184
C 13.092 10.198 29.856
C 11.966 10.372 28.851
C 10.946 11.371 29.460
C 10.380 10.866 30.895
C 9.490 12.035 31.415
C 9.467 9.686 30.726
N 11.514 10.582 31.802
O 11.177 10.223 33.080
H 11.709 7.907 31.807
H 12.181 7.989 30.216
H 13.440 7.715 31.380
H 14.683 9.213 32.244
H 14.574 10.874 31.695
H 13.847 10.503 33.172
H 13.749 11.064 29.922
H 13.735 9.396 29.494
H 12.270 10.633 27.837
H 11.515 9.389 28.714
H 10.142 11.382 28.725
H 11.384 12.365 29.375
H 8.748 11.743 32.158
H 8.833 12.466 30.660
H 10.210 12.808 31.686
H 9.854 8.955 30.017
H 8.494 10.066 30.413
H 9.249 9.213 31.684
H 10.970 9.315 32.848
C 4.095 9.788 26.247
C 5.314 8.874 26.352
C 6.203 8.996 25.004
C 6.099 9.222 27.666
C 7.071 8.116 28.148
C 6.160 6.765 28.408
C 5.374 6.343 27.081
C 6.286 5.703 26.043
C 4.497 5.153 27.518
N 4.694 7.525 26.541
O 3.616 7.152 25.705
H 3.668 9.521 25.281
H 3.342 9.837 27.033
H 4.403 10.803 25.993
H 6.689 9.972 24.993
H 6.918 8.178 25.088
H 5.484 8.748 24.223
H 6.606 10.160 27.439
H 5.395 9.615 28.400
H 7.674 7.687 27.347
H 7.759 8.455 28.922
H 5.490 6.879 29.260
H 6.866 5.945 28.541
H 7.282 6.090 25.825
H 5.826 5.728 25.055
H 6.431 4.631 26.179
H 3.627 5.512 28.068
H 5.007 4.360 28.065
H 4.037 4.677 26.652
H 4.077 7.013 24.875
C 3.007 4.579 31.243
C 1.544 4.344 30.893
C 1.522 3.403 29.703
C 0.899 3.598 32.128
C -0.576 3.545 32.125
C -1.138 5.000 31.785
C -0.650 5.721 30.549
C -1.335 5.251 29.259
C -1.081 7.152 30.776
N 0.845 5.614 30.590
O 1.423 6.321 29.536
H 3.704 4.340 30.440
H 3.074 5.583 31.661
H 3.434 3.981 32.049
H 2.138 3.913 28.963
H 2.065 2.472 29.860
H 0.490 3.224 29.400
H 1.085 2.530 32.241
H 1.214 3.719 33.164
H -0.840 2.829 31.347
H -1.027 3.370 33.101
H -1.268 5.652 32.649
H -2.219 4.859 31.781
H -0.816 5.464 28.325
H -2.334 5.679 29.176
H -1.348 4.163 29.196
H -0.392 7.549 31.522
H -2.022 7.301 31.305
H -1.043 7.881 29.966
H 2.116 6.873 29.906
C 7.319 3.293 21.466
C 6.358 4.174 20.634
C 4.888 3.513 20.680
C 6.233 5.527 21.357
C 7.441 6.428 21.192
C 7.730 6.665 19.696
C 7.808 5.399 18.836
C 7.556 5.867 17.440
C 9.339 4.809 18.841
N 6.800 4.382 19.230
O 6.781 3.221 18.480
H 6.654 2.720 22.112
H 7.740 2.469 20.891
H 7.931 3.793 22.217
H 4.093 4.201 20.391
H 4.774 2.664 20.006
H 4.666 3.036 21.634
H 5.381 6.106 21.003
H 6.202 5.365 22.435
H 7.085 7.326 21.697
H 8.311 5.913 21.599
H 8.696 7.155 19.577
H 7.194 7.432 19.137
H 7.476 5.155 16.619
H 8.321 6.546 17.063
H 6.616 6.412 17.523
H 9.577 4.371 19.810
H 10.168 5.463 18.570
H 9.314 3.985 18.127
H 5.866 3.231 18.189
C 7.750 -0.070 23.590
C 6.189 -0.213 23.998
C 5.204 -0.115 22.706
C 6.011 -1.628 24.669
C 6.580 -1.845 26.075
C 6.026 -0.797 26.971
C 6.317 0.707 26.546
C 5.458 1.632 27.462
C 7.714 1.122 26.704
N 5.858 0.760 25.083
O 5.893 2.098 24.598
H 8.040 0.942 23.306
H 8.455 -0.292 24.391
H 7.841 -0.741 22.736
H 5.289 0.863 22.233
H 5.463 -0.768 21.872
H 4.184 -0.135 23.091
H 4.938 -1.812 24.739
H 6.500 -2.399 24.073
H 6.468 -2.840 26.507
H 7.666 -1.866 25.989
H 6.353 -0.785 28.011
H 4.943 -0.691 27.045
H 5.888 2.570 27.813
H 5.246 1.104 28.391
H 4.482 1.822 27.015
H 7.725 2.180 26.438
H 8.456 0.575 26.124
H 8.066 1.063 27.734
H 5.038 2.397 24.916
C 1.476 12.158 22.414
C 1.510 13.636 22.659
C 2.173 14.152 21.331
C 0.016 14.165 22.562
C -0.218 15.649 22.948
C 0.425 15.724 24.400
C 1.966 15.432 24.410
C 2.725 16.503 23.598
C 2.304 15.439 25.893
N 2.150 14.058 23.916
O 3.403 13.710 23.917
H 1.037 11.703 23.302
H 0.994 11.809 21.501
H 2.475 11.722 22.435
H 3.259 14.170 21.421
H 1.890 13.581 20.447
H 1.929 15.193 21.117
H -0.428 14.035 21.575
H -0.826 13.687 23.063
H 0.363 16.253 22.250
H -1.221 16.073 22.995
H -0.179 15.095 25.054
H 0.245 16.740 24.752
H 3.805 16.383 23.518
H 2.480 17.455 24.069
H 2.437 16.626 22.553
H 3.393 15.466 25.922
H 1.958 14.542 26.408
H 1.839 16.283 26.402
H 3.598 13.126 24.654
```

strongest force on any atom: 5.24 eV/Å
structure (SMILES): CC1(C)CCCC(C)(C)N1O.CC1(C)CCCC(C)(C)N1O.CC1(C)CCCC(C)(C)N1O.CC1(C)CCCC(C)(C)N1O.CC1(C)CCCC(C)(C)N1O.CC1(C)CCCC(C)(C)N1O
HOMO: -7.96 eV
lowest unoccupied orbital energy: 0.37 eV

Record 10
Molecular formula: C3H5NO2
Method: DFT, ωB97M-V/def2-TZVPD

```
11
C3H5NO2 | the OMol25 dataset | ωB97M-V/def2-TZVPD
N -1.865 -0.119 0.485
C -0.755 0.346 -0.196
O -0.811 1.293 -0.955
C 0.554 -0.330 0.190
C 1.797 0.221 -0.465
O 2.841 -0.386 -0.447
H -2.012 -1.113 0.595
H -2.716 0.402 0.311
H 0.527 -1.420 0.091
H 0.719 -0.141 1.262
H 1.721 1.247 -0.870
```

strongest force on any atom: 0.51 eV/Å
structure (SMILES): NC(=O)CC=O
HOMO: -9.92 eV
lowest unoccupied orbital energy: 0.71 eV